DFT (the ωB97M-V functional and the def2-TZVPD basis) results for a single C5H7NOS molecule.

Cartesian coordinates (Å):
1 C 2.299633 0.161524 0.135520
2 C 1.344199 0.207980 -0.879581
3 C 1.797803 -0.597408 1.187332
4 C 0.184231 -0.349225 -0.346762
5 C -2.223782 0.927848 -0.694128
6 N 0.494446 -0.826073 0.878679
7 O -2.034561 -1.586540 0.656390
8 S -1.425872 -0.662885 -0.915761
9 H 3.336038 0.586455 -0.033445
10 H 1.424673 0.774835 -1.774056
11 H 2.233483 -0.986100 2.171492
12 H -1.938064 1.734273 -1.336674
13 H -2.088622 1.073801 0.353398
14 H -3.244558 0.889973 -0.803344
15 H -0.159045 -1.348457 1.400941

Forces on atoms 1 to 3 (eV/Å):
2.5120 -0.1363 -0.2276
-1.3761 0.4951 0.5962
0.3018 0.2073 1.0173

Its LUMO energy is 0.0076 Ha.

---

DFT (the ωB97M-V functional and the def2-TZVPD basis) results for a single C5H7NOS molecule.

Cartesian coordinates (Å):
1 C -1.477085 -1.681897 -0.071930
2 C -1.598228 -1.720266 2.076741
3 C -1.120604 -0.447958 0.431735
4 C 0.918220 0.631106 0.047627
5 C -0.579456 0.819498 -0.101979
6 N -1.765695 -2.463464 1.051285
7 O -1.136217 -0.447378 1.814950
8 S -0.835303 1.201926 -1.861878
9 H -1.437848 -1.919363 -1.137876
10 H -1.447788 -1.937303 3.063729
11 H 1.238055 -0.153604 -0.723671
12 H 1.355999 1.598921 -0.236297
13 H 1.188947 0.455534 1.014180
14 H -0.895004 1.931562 0.546204
15 H -1.360228 2.460584 -1.816372

Forces on atoms 1 to 3 (eV/Å):
-1.3113 -4.9251 1.5923
0.3492 1.8336 0.3826
0.1936 6.1797 0.8533

As for the spin multiplicity: 3. As for the expectation value of S²: 2.019. Its LUMO energy (spin up / spin down) is 0.0229 / -0.0865 Ha.

---

DFT (the ωB97M-V functional and the def2-TZVPD basis) results for a single C5H7NOS2 molecule.

Cartesian coordinates (Å):
1 C -0.100974 -0.195914 -1.583231
2 C -0.889844 -0.236772 -0.495761
3 C 1.285835 0.178517 -1.419657
4 C 0.696135 1.262238 0.452691
5 C -0.293179 0.198008 0.815598
6 N 1.730454 0.888587 -0.450477
7 O -1.318278 0.718407 1.654956
8 S 1.491474 2.091036 2.089121
9 S 0.084921 -1.410357 1.617126
10 H -0.550603 -0.722502 -2.488144
11 H -1.897316 -0.387909 -0.516590
12 H 2.120451 -0.022187 -2.180227
13 H -0.020845 2.020493 -0.011828
14 H -0.930100 1.355371 2.235709
15 H 2.638523 2.467162 1.521254
16 H 0.894411 -0.856340 2.567024

Forces on atoms 1 to 3 (eV/Å):
-1.8623 -2.1341 -0.6536
2.9439 1.7828 -0.3714
2.6984 0.3975 -1.3140

The structure (SMILES) is O[C@@]1(S)C=CC=N[C@@H]1S. Its LUMO energy is -0.0099 Ha.

---

DFT (the ωB97M-V functional and the def2-TZVPD basis) results for a molecular structure, C5H7NS.

Cartesian coordinates (Å):
1 C -0.823727 -0.993725 0.187219
2 C 0.166276 -0.850285 -0.834383
3 C -1.097339 0.539349 0.088374
4 C 0.270304 1.220732 0.171665
5 C 1.176947 0.122177 -0.221315
6 H -1.767002 -1.469749 -0.084816
7 H -0.402996 -1.494120 1.092048
8 H 0.715700 -1.740726 -1.213938
9 H -1.882104 1.062523 0.525666
10 H 0.583031 2.303054 -0.055052
11 H 0.905874 0.132552 1.909125
12 H 2.007351 0.434233 -0.878047
13 N 1.236578 0.620703 1.082852
14 S -1.088893 0.113282 -1.769398

Forces on atoms 1 to 3 (eV/Å):
-1.5598 -0.6452 3.7622
2.4371 -1.8819 -1.5460
1.7092 -0.3529 -1.5739

Its LUMO energy is 0.0298 Ha.

---

DFT (the ωB97M-V functional and the def2-TZVPD basis) results for 2 unconnected molecules or ions with the total composition C5H7NS.

Cartesian coordinates (Å):
1 C -1.429387 -2.910145 0.761152
2 C 1.640108 -0.265696 0.115396
3 C -2.142356 -1.982558 0.451447
4 C 2.818324 1.863141 -0.209684
5 C -1.771933 0.616009 -0.090794
6 N 2.187135 0.749460 -0.219430
7 S -2.999144 -0.710118 -0.320423
8 H -0.918688 -3.750878 1.007715
9 H 1.266803 -0.979554 -0.661032
10 H 2.215749 2.686487 -0.270563
11 H 3.920230 1.987903 -0.115001
12 H -1.201569 0.563480 0.835290
13 H -2.320558 1.631260 -0.259158
14 H -1.264720 0.501205 -1.024914

Forces on atoms 1 to 3 (eV/Å):
-1.9233 2.3096 -0.6408
-1.2105 -1.8456 -0.6133
0.4479 -0.1484 -0.7521

Its LUMO energy is 0.0260 Ha.

---

DFT (the ωB97M-V functional and the def2-TZVPD basis) results for a single C5H7NS2 molecule.

Cartesian coordinates (Å):
1 C 1.386425 -1.218634 -0.003548
2 C 3.410398 -0.215348 0.089677
3 C 0.783824 0.188410 -0.030647
4 C -0.247702 0.364984 -1.155014
5 C 0.077398 0.289966 1.314982
6 N 2.682416 -1.350587 0.124190
7 S 5.023377 -0.083512 0.231251
8 S 2.178335 1.333961 -0.231447
9 H 0.664297 -2.010735 -0.079184
10 H -0.713576 1.371066 -1.101996
11 H -0.784427 -0.527483 -0.840432
12 H 0.312830 0.296616 -2.195721
13 H 0.707489 -0.038029 2.235676
14 H -0.868844 -0.404848 1.418045
15 H -0.153408 1.386411 1.338593

Forces on atoms 1 to 3 (eV/Å):
2.5298 2.0681 -0.4063
0.1986 2.7130 -0.3039
1.1014 -0.3635 -0.3383

The structure (SMILES) is CC1(C)C=NC(=S)S1. Its LUMO energy is -0.0392 Ha.

---

DFT (the ωB97M-V functional and the def2-TZVPD basis) results for a molecular structure, C5H7O4Yb.

Cartesian coordinates (Å):
1 H -2.068931 2.520731 -0.660628
2 Yb -0.162871 1.678861 -3.291872
3 O -1.903318 1.147222 -2.210822
4 O -1.744458 0.683235 0.043251
5 C -0.822573 -0.372740 0.097275
6 C 0.493134 0.146601 0.670032
7 O -0.115833 1.895580 -1.072045
8 C -1.491795 1.636810 -1.000778
9 H -1.267251 -1.154627 0.728683
10 H -0.666655 -0.806700 -0.905599
11 H 1.282324 0.483407 -0.007344
12 H 0.335524 0.772689 1.557325
13 H 2.196880 -0.765131 1.992196
14 O 2.179510 -2.850488 -0.213090
15 C 1.319262 -1.175219 1.468187
16 C 1.787764 -2.184049 0.605971
17 H 0.649287 -1.656180 2.199259

Forces on atoms 1 to 3 (eV/Å):
0.1853 -0.3285 -0.2064
-0.4841 0.1069 1.1730
-0.2989 0.0737 -0.5466

As for the net charge: +1. Its LUMO energy is -0.1677 Ha.

---

DFT (the ωB97M-V functional and the def2-TZVPD basis) results for a single C5H7P molecule.

Cartesian coordinates (Å):
1 C -2.605017 -1.013305 0.513449
2 C -1.732570 -0.340126 0.058595
3 C -0.710233 0.621548 -0.315675
4 C 0.616425 0.377048 0.457623
5 C 1.792657 -0.095411 -0.392075
6 P 3.412156 -0.390678 0.285670
7 H -3.564712 -1.420655 0.532569
8 H -0.616880 0.548280 -1.495312
9 H -1.211363 1.676193 -0.043633
10 H 0.806498 1.225260 1.133925
11 H 0.379722 -0.370268 1.316501
12 H 1.554193 -1.156194 -0.696976
13 H 1.879121 0.338307 -1.354659

Forces on atoms 1 to 3 (eV/Å):
-0.4359 -0.0157 -0.5481
0.6754 0.6407 0.0742
-0.8411 1.5187 -1.3765

As for the spin multiplicity: 3. As for the expectation value of S²: 2.004. Its LUMO energy (spin up / spin down) is 0.0364 / -0.0281 Ha.

---

DFT (the ωB97M-V functional and the def2-TZVPD basis) results for a single C5H7PS molecule.

Cartesian coordinates (Å):
1 C -1.014122 0.390071 0.424619
2 C -1.060399 -0.527559 1.437303
3 C 1.102663 -0.457970 -0.279294
4 C 0.124168 0.431306 -0.505618
5 C 0.179262 1.321063 -1.708284
6 P 0.383796 -1.594912 1.403753
7 S 1.368112 -1.722323 3.042219
8 H -1.698446 1.186858 0.342685
9 H -1.953121 -0.414552 2.093208
10 H 2.058376 -0.250942 -0.903528
11 H -0.475111 2.205685 -1.562527
12 H -0.368645 0.693609 -2.417312
13 H 1.203990 1.607221 -1.975807
14 H 0.149475 -2.867554 0.608583

Forces on atoms 1 to 3 (eV/Å):
1.0051 -1.2589 0.8853
-1.1926 1.5185 -1.6087
0.0584 0.1703 1.2671

The structure (SMILES) is CC1=C[P@@H](=S)C=C1. Its LUMO energy is -0.0050 Ha.

---

DFT (the ωB97M-V functional and the def2-TZVPD basis) results for a single C5H8 molecule.

Cartesian coordinates (Å):
1 C 0.598334 1.305542 -0.111345
2 C 0.121781 -0.004461 0.424307
3 C 0.893307 -1.196821 -0.133515
4 C -1.321936 -0.081464 0.167367
5 C -2.498991 -0.139456 -0.124635
6 H 0.495967 1.289586 -1.204920
7 H 1.650344 1.427856 0.070306
8 H 0.070735 2.149572 0.315764
9 H 0.227638 -0.037610 1.539986
10 H 0.668614 -2.154647 0.445730
11 H 0.671217 -1.364654 -1.189480
12 H 2.014746 -1.053433 -0.029670
13 H -3.591753 -0.140012 -0.169890

Forces on atoms 1 to 3 (eV/Å):
0.5245 0.3982 -0.8718
-0.5388 -0.6450 1.3588
1.0284 -1.3004 0.7341

The structure (SMILES) is C#CC(C)C. Its LUMO energy is 0.0415 Ha.

---

Electronic energy values (in eV) by entry order: -19667.92460 -19665.16139 -30504.30927 -17620.44329 -17618.15425 -28457.21490 -45008.69693 -14582.16517 -25420.26820 -5312.73636.
F_max values (in eV/A) by entry order: 5.26 6.24 3.46 4.12 3.07 3.49 2.53 2.67 3.42 1.81.
Relative energy (zero: lowest compared OMol25 entry of this formula, charge and spin) values (in kcal per mole) by entry order: 84.8 16.8 37.4 73.8 126.6 38.1 54.7 33.6 38.6 33.0.